(1)
# C31H37IN4O2PdSi2

A molecular structure, C31H37IN4O2PdSi2 in a non-equilibrium geometry (ωB97M-V/def2-TZVPD, OMol25).

Calculated values
E_HOMO   -1.583 eV
Charge   -2
HOMO-LUMO gap   6.300 eV
Lowest unoccupied orbital energy   4.717 eV

Positions of all 78 atoms, in Å:
Pd -0.4895 -0.3401 -0.5865
C 2.1142 2.8265 1.3833
Si 0.5186 1.8556 1.6791
C -0.2227 2.8341 3.1205
C 1.0326 0.2331 2.4670
C -0.5036 1.8867 0.1097
C -1.8770 2.3824 0.2936
C -2.5708 3.1323 -0.6873
C -3.8549 3.5812 -0.4565
C -4.4868 3.2835 0.7456
C -3.7625 2.5303 1.6525
N -2.5198 2.0967 1.4517
Si 0.2940 2.2479 -1.5528
C 0.6508 4.1303 -1.6256
C 1.9493 1.5125 -2.0004
C -0.8273 1.9541 -3.0335
H 2.7798 2.7382 2.2568
H 1.8756 3.8895 1.2365
H 2.6629 2.4854 0.5019
H 0.5832 3.0683 3.8355
H -1.0049 2.2617 3.6342
H -0.6729 3.7797 2.7786
H 1.3237 0.4060 3.5124
H 1.8737 -0.2046 1.9179
H 0.2214 -0.5015 2.4440
H -2.0920 3.3551 -1.6302
H -4.3689 4.1554 -1.2180
H -5.4958 3.6058 0.9621
H -4.2129 2.2448 2.6014
H 1.5999 4.3713 -1.1224
H -0.1448 4.7134 -1.1368
H 0.7268 4.4620 -2.6730
H 2.7380 1.7313 -1.2756
H 2.2233 1.9767 -2.9592
H 1.9192 0.4300 -2.1334
H -1.1428 2.9085 -3.4861
H -1.7142 1.3765 -2.7600
H -0.2878 1.3699 -3.7840
N 0.6561 -4.6194 0.8662
C 0.5388 -3.2771 1.0806
N -0.5929 -2.7860 0.6879
C -1.2986 -3.8764 0.1607
C -2.5563 -3.9400 -0.4361
C -3.0034 -5.1745 -0.8827
C -2.2153 -6.3302 -0.7642
C -0.9536 -6.2787 -0.1922
C -0.5175 -5.0357 0.2564
H 1.5397 -5.0953 0.8599
H 1.3507 -2.7025 1.4941
H -3.1525 -3.0454 -0.5753
H -3.9709 -5.2413 -1.3705
H -2.5983 -7.2765 -1.1320
H -0.3299 -7.1635 -0.1144
I -0.2763 -1.8761 -2.8792
C -3.2442 -0.0735 -1.2086
C -4.6096 -0.2696 -0.8791
C -5.0232 -0.7093 0.3617
C -4.0670 -0.9390 1.3511
C -2.7510 -0.7357 1.0344
N -2.3906 -0.3675 -0.2185
H -5.3550 -0.0511 -1.6384
H -6.0779 -0.8551 0.5835
H -4.3348 -1.2533 2.3494
H -1.9702 -0.8814 1.7568
O 3.0976 -3.0263 0.3161
C 3.0345 -1.8182 -0.0227
O 2.0209 -1.0825 -0.1716
C 4.3838 -1.1498 -0.2647
C 4.6481 0.1044 0.2712
C 5.8958 0.7003 0.1112
C 6.8894 0.0522 -0.6143
C 6.6271 -1.2009 -1.1639
C 5.3875 -1.8028 -0.9736
H 3.8615 0.6110 0.8165
H 6.0876 1.6772 0.5429
H 7.8586 0.5206 -0.7546
H 7.3959 -1.7130 -1.7339
H 5.1805 -2.7885 -1.3731

Löwdin atomic charge list, values in e, 8 entries: 0.559 -0.196 0.454 -0.215 -0.183 -0.354 -0.386 -0.055



(2)
# C31H38CrN2O4P2SeSi2

A molecular structure, C31H38CrN2O4P2SeSi2 in a non-equilibrium geometry (ωB97M-V/def2-TZVPD, OMol25).

Calculated values
E_HOMO (alpha / beta)   -0.476 / -2.436 eV
Multiplicity   5
Charge   -2
HOMO-LUMO gap (alpha / beta)   4.790 / 6.750 eV
Lowest unoccupied orbital energy (alpha / beta)   4.314 / 4.314 eV

Positions of all 81 atoms, in Å:
Cr 0.0936 -1.5835 -0.6510
C 3.0828 -3.6566 0.6268
Si 3.4993 -1.9629 0.0058
C 4.6476 -1.2089 1.3127
C 4.5017 -2.0793 -1.5744
N 2.0815 -1.0603 -0.3144
P 1.5870 0.4771 -0.1514
C 0.0701 0.5516 -0.8410
P -1.5041 0.4755 -0.2837
N -1.9477 -1.0652 -0.2938
Si -3.4445 -1.8982 -0.4195
C -3.7091 -2.4847 -2.1613
C -3.5093 -3.2378 0.8663
C -4.9151 -0.7604 -0.0121
C -1.9286 1.1903 1.3521
C -2.0964 2.5513 1.5806
C -2.3967 3.0274 2.8531
C -2.4960 2.1450 3.9179
C -2.2833 0.7903 3.7097
C -2.0022 0.3149 2.4329
C -2.5326 1.4265 -1.5016
C -2.1828 1.2594 -2.8439
C -2.9408 1.8332 -3.8543
C -4.0685 2.5878 -3.5451
C -4.4399 2.7431 -2.2216
C -3.6812 2.1547 -1.2102
C 1.8403 0.9728 1.5938
C 2.4299 2.1580 2.0113
C 2.5893 2.4340 3.3685
C 2.1273 1.5391 4.3167
C 1.4946 0.3708 3.9088
C 1.3534 0.0902 2.5581
C 2.7188 1.5646 -1.1403
C 4.0403 1.8352 -0.7967
C 4.9011 2.4752 -1.6822
C 4.4473 2.8578 -2.9355
C 3.1298 2.6050 -3.2878
C 2.2753 1.9615 -2.3978
H 3.9759 -4.1757 0.9973
H 2.6223 -4.2576 -0.1680
H 2.3435 -3.5929 1.4302
H 5.4743 -1.9058 1.4981
H 4.1262 -1.0415 2.2617
H 5.0870 -0.2619 0.9954
H 5.3413 -2.7821 -1.5056
H 4.8956 -1.0899 -1.8363
H 3.8393 -2.4089 -2.3802
H -2.8048 -3.0026 -2.4997
H -3.8773 -1.6091 -2.7984
H -4.5593 -3.1689 -2.2617
H -2.5604 -3.7801 0.8772
H -4.3097 -3.9586 0.6621
H -3.6839 -2.7868 1.8496
H -5.1077 -0.0538 -0.8245
H -4.7255 -0.1857 0.9038
H -5.8300 -1.3467 0.1445
H -1.9822 3.2469 0.7571
H -2.5517 4.0884 3.0131
H -2.7318 2.5139 4.9095
H -2.3397 0.0992 4.5426
H -1.8565 -0.7434 2.2429
H -1.3047 0.6639 -3.0688
H -2.6560 1.6848 -4.8898
H -4.6619 3.0360 -4.3346
H -5.3309 3.3084 -1.9714
H -4.0068 2.2563 -0.1827
H 2.7678 2.8761 1.2745
H 3.0777 3.3506 3.6801
H 2.2578 1.7491 5.3722
H 1.1164 -0.3275 4.6457
H 0.8837 -0.8307 2.2283
H 4.4086 1.5494 0.1780
H 5.9297 2.6636 -1.3966
H 5.1191 3.3430 -3.6349
H 2.7652 2.9019 -4.2647
H 1.2431 1.7403 -2.6508
O 1.0455 -5.2385 -1.5385
Se -0.2528 -4.2957 -1.2321
O -1.6566 -5.1219 -1.3329
O -0.2618 -2.9647 -2.2446
O -0.1003 -3.5356 0.2578

natural (NBO) atomic charge list, values in e, 8 entries: 1.143 -1.154 1.850 -1.124 -1.130 -1.571 1.814 -1.584



(3)
# C31H38HgN4

A molecular structure, C31H38HgN4 in a non-equilibrium geometry (ωB97M-V/def2-TZVPD, OMol25).

Calculated values
E_HOMO (alpha / beta)   1.826 / 1.826 eV
Charge   -2
HOMO-LUMO gap (alpha / beta)   2.875 / 2.874 eV
Lowest unoccupied orbital energy (alpha / beta)   4.700 / 4.700 eV

Positions of all 74 atoms, in Å:
Hg -0.7591 0.6164 -0.2154
N -1.6481 -1.2291 1.1427
N -0.6134 -2.3730 -1.3984
C 2.3067 0.9439 -0.1119
C 2.4920 -0.3659 0.3991
C 2.0574 -0.3637 1.7532
C 2.0460 -1.5706 2.6003
H 2.0361 -2.4577 1.9542
H 1.1508 -1.6132 3.2278
H 2.9459 -1.6206 3.2327
C 1.5867 0.9463 2.0767
C 1.1145 1.5335 3.3488
H 1.9731 1.9532 3.8935
H 0.5826 0.8313 3.9852
H 0.3950 2.3478 3.1543
C 1.6714 1.7343 0.8904
C 1.2231 3.1286 0.7431
H 0.3258 3.3259 1.3402
H 0.9761 3.4017 -0.2897
H 2.0239 3.7962 1.0960
C 2.9638 -1.5382 -0.3720
H 4.0263 -1.7414 -0.1666
H 2.8356 -1.4057 -1.4546
H 2.3885 -2.4330 -0.1064
C 2.6969 1.4692 -1.4400
H 1.9199 2.0914 -1.9172
H 2.9480 0.6770 -2.1554
H 3.5914 2.1120 -1.3415
C -2.1021 -0.7489 2.4024
H -2.7276 0.1643 2.2927
C -2.6699 -1.7323 3.4448
H -3.7102 -1.5020 3.7123
C -2.4207 -3.1363 3.1085
H -2.8370 -3.8886 3.7797
C -1.6955 -3.4834 2.0283
H -1.4144 -4.5282 1.8228
C -1.3293 -2.5222 0.9836
C -0.6796 -2.9904 -0.1810
H -0.3687 -4.0389 -0.2000
C -0.7930 -1.0240 -1.6095
C -0.3561 -3.0270 -2.6402
H -0.2590 -4.0976 -2.6789
C -0.2999 -2.0708 -3.5628
H -0.1702 -2.1113 -4.6286
N -0.5424 -0.8419 -2.9392
C -0.7060 0.4240 -3.5663
C 0.3516 1.0036 -4.2974
C 0.2021 2.3391 -4.6924
H 1.0227 2.8318 -5.2162
C -0.9674 3.0525 -4.4257
C -1.1557 4.4582 -4.9073
H -1.0339 5.1914 -4.1007
H -2.1673 4.5896 -5.3068
H -0.4394 4.7049 -5.6943
C -1.9871 2.4447 -3.6927
H -2.8794 3.0121 -3.4318
C -1.8936 1.1173 -3.2749
C -3.0340 0.4867 -2.5301
H -3.5377 -0.3094 -3.0950
H -3.7705 1.2640 -2.2899
H -2.7630 0.0423 -1.5543
C 1.6400 0.2959 -4.6025
H 1.6148 -0.2259 -5.5707
H 1.9254 -0.4413 -3.8450
H 2.4610 1.0249 -4.6720
C 0.0202 -0.5020 6.3273
C -1.1817 -1.3665 5.8391
C -1.5554 -1.1279 4.4105
N -1.0384 -0.4246 3.4826
H 0.9370 -0.9513 5.9416
H 0.1199 -0.4603 7.4114
H -0.0626 0.5399 5.9906
H -0.9237 -2.4377 5.9137
H -2.0794 -1.1931 6.4448

Löwdin atomic charge list, values in e, 8 entries: 0.745 -0.026 -0.067 -0.323 -0.285 -0.268 -0.089 0.050



Across the entries above, energy above the lowest of the compared OMol25 structures with the same formula, charge and spin takes the values 47.7, 12.2, 0.0 kcal/mol, respectively.
Across the entries above, E takes the values -70141.6763, -172038.7905, -42892.4743 eV, respectively.